# C36H48N8O12

A cluster of 8 separate species, C36H48N8O12 in total (wB97M-V/def2-TZVPD, the OMol25 dataset).

```
! wB97M-V def2-TZVPD RIJCOSX def2/J DEFGRID3
* xyz 0 1
O -6.522 4.440 3.057
N -5.699 4.471 2.183
O -5.756 5.164 1.205
C -4.576 3.535 2.264
C -3.985 3.239 3.464
C -2.875 2.396 3.529
C -2.338 1.858 2.384
C -2.895 2.264 1.174
C -3.955 3.168 1.061
H -4.423 3.672 4.355
H -2.357 2.450 4.479
H -1.483 1.203 2.481
H -2.500 1.851 0.254
H -4.288 3.459 0.078
O 4.671 -4.132 -0.113
N 3.727 -4.555 0.519
O 3.148 -5.586 0.231
C 3.343 -3.877 1.737
C 3.541 -2.506 1.878
C 3.231 -1.895 3.086
C 2.869 -2.655 4.190
C 2.802 -4.028 4.046
C 2.865 -4.639 2.799
H 3.951 -1.983 1.028
H 3.311 -0.820 3.190
H 2.849 -2.140 5.141
H 2.759 -4.632 4.945
H 2.602 -5.684 2.727
O -4.368 3.015 -6.420
N -3.226 2.792 -6.758
O -2.785 3.107 -7.846
C -2.345 2.014 -5.867
C -0.978 2.012 -6.047
C -0.234 1.357 -5.082
C -0.775 0.913 -3.898
C -2.144 0.933 -3.694
C -2.919 1.462 -4.743
H -0.410 2.286 -6.924
H 0.832 1.398 -5.277
H -0.098 0.646 -3.092
H -2.675 0.477 -2.872
H -3.996 1.435 -4.643
O -8.779 -3.084 -0.073
N -7.896 -3.700 -0.653
O -8.124 -4.617 -1.412
C -6.529 -3.204 -0.495
C -5.457 -4.112 -0.593
C -4.238 -3.568 -0.248
C -4.039 -2.211 0.006
C -5.092 -1.315 0.013
C -6.364 -1.862 -0.171
H -5.600 -5.168 -0.763
H -3.325 -4.146 -0.340
H -3.012 -1.947 0.223
H -4.927 -0.248 0.031
H -7.271 -1.274 -0.136
C -1.579 -6.322 0.038
N -0.772 -5.131 -0.109
C -0.488 -4.421 1.148
C -0.307 -4.696 -1.285
O 0.546 -3.838 -1.416
H -2.425 -6.082 0.691
H -1.090 -7.144 0.569
H -2.019 -6.752 -0.860
H -1.128 -3.548 1.241
H -0.642 -5.161 1.934
H 0.569 -4.176 1.242
H -0.695 -5.251 -2.151
C 6.305 2.834 1.950
N 6.111 1.431 2.234
C 6.402 1.026 3.584
C 5.901 0.578 1.204
O 5.862 -0.634 1.309
H 6.387 3.149 0.912
H 7.216 3.266 2.381
H 5.488 3.400 2.411
H 5.536 0.582 4.091
H 7.129 0.220 3.714
H 6.708 1.888 4.170
H 5.675 1.092 0.257
C 2.530 0.278 -0.004
N 1.064 0.290 0.022
C 0.443 1.606 -0.075
C 0.411 -0.861 0.287
O -0.803 -0.877 0.411
H 2.934 -0.700 -0.229
H 2.941 0.728 0.907
H 2.836 1.024 -0.738
H -0.510 1.313 -0.527
H 0.122 1.997 0.891
H 1.018 2.287 -0.684
H 1.091 -1.718 0.325
C 3.094 5.717 -2.796
N 3.159 4.968 -1.578
C 2.166 5.281 -0.555
C 4.040 3.958 -1.381
O 3.961 3.112 -0.505
H 2.227 5.442 -3.404
H 4.058 5.664 -3.306
H 2.978 6.799 -2.663
H 1.853 6.320 -0.629
H 1.234 4.751 -0.786
H 2.500 4.941 0.419
H 4.720 3.940 -2.256
*
```

The SMILES is O=[N+]([O-])c1ccccc1.O=[N+]([O-])c1ccccc1.O=[N+]([O-])c1ccccc1.O=[N+]([O-])c1ccccc1.CN(C)C=O.CN(C)C=O.CN(C)C=O.CN(C)C=O. The value obtained for the LUMO energy is -0.457 eV. As for the largest force on an atom: 2.6 eV Å⁻¹. Its HOMO energy is -9.41 eV. For the calculated total energy, the calculation gives -2741.0838 a.u.

=====

# C12H22Si

The molecule C12H22Si (wB97M-V/def2-TZVPD, the OMol25 dataset).

```
! wB97M-V def2-TZVPD RIJCOSX def2/J DEFGRID3
* xyz 0 1
C -0.934 1.735 2.141
C -0.433 -0.652 2.568
C -0.686 1.389 0.935
C -0.109 -0.796 1.312
C -0.989 0.627 3.185
C -1.179 1.078 -1.559
C 0.938 2.155 -0.817
C -1.222 3.340 -0.433
C 1.639 -3.186 1.050
C 2.204 -1.288 -1.169
C -0.534 -2.802 -1.202
C -0.532 1.954 -0.426
Si 0.694 -1.886 -0.024
H -1.353 2.730 2.327
H -0.423 -1.341 3.426
H -0.454 0.909 4.079
H -2.115 0.219 3.359
H -1.008 0.004 -1.459
H -2.315 1.072 -1.462
H -0.977 1.455 -2.564
H 1.071 2.436 -1.837
H 1.462 1.155 -0.645
H 1.482 2.869 -0.249
H -0.895 3.924 0.390
H -2.285 3.212 -0.354
H -0.974 3.809 -1.323
H 1.653 -2.917 2.191
H 1.113 -4.138 1.028
H 2.672 -3.449 0.696
H 2.069 -0.711 -2.053
H 2.987 -0.815 -0.444
H 2.621 -2.204 -1.532
H -0.022 -3.146 -2.123
H -0.970 -3.614 -0.609
H -1.420 -2.246 -1.548
*
```

The value obtained for the LUMO energy is 0.839 eV. As for the largest force on an atom: 5.0 eV Å⁻¹. Its HOMO energy is -8.07 eV. For the calculated total energy, the calculation gives -759.7781 a.u.

=====

# C5H8O

A structure of composition C5H8O (wB97M-V/def2-TZVPD, the OMol25 dataset).

```
! wB97M-V def2-TZVPD RIJCOSX def2/J DEFGRID3
* xyz 0 1
C 1.541 1.378 -0.766
C 0.679 2.345 -1.063
C 0.083 -1.909 0.225
C -1.234 -1.339 -0.208
O -1.633 -0.884 1.095
C -0.403 -1.451 1.567
H 1.956 0.723 -1.528
H 1.882 1.212 0.254
H 0.273 3.005 -0.300
H 0.349 2.525 -2.084
H -1.122 -0.524 -0.940
H -1.912 -2.097 -0.631
H 0.255 -0.731 2.074
H -0.553 -2.312 2.240
*
```

The value obtained for the LUMO energy is -0.362 eV. As for the largest force on an atom: 0.4 eV Å⁻¹. Its HOMO energy is -9.17 eV. For the calculated total energy, the calculation gives -270.3371 a.u.

=====

# C5H10N2O

The molecule C5H10N2O (wB97M-V/def2-TZVPD, the OMol25 dataset).

```
! wB97M-V def2-TZVPD RIJCOSX def2/J DEFGRID3
* xyz 0 1
H -2.614 1.609 0.567
N -1.653 1.931 0.755
C -0.904 1.047 1.306
C 0.587 1.355 1.535
N 1.156 1.130 0.224
C 0.260 0.072 -0.468
O -0.156 0.589 -1.672
C 0.457 -1.243 -0.278
C 0.229 -2.302 -1.315
H -1.238 0.252 1.987
H 1.001 0.647 2.249
H 0.734 2.383 1.860
H 1.033 1.962 -0.340
H -0.166 -0.104 -2.341
H 0.774 -1.570 0.701
H 0.766 -2.091 -2.242
H 0.563 -3.274 -0.955
H -0.829 -2.394 -1.573
*
```

The SMILES is [H]/N=C/CN/C(O)=C/C. The value obtained for the LUMO energy is 0.821 eV. As for the largest force on an atom: 4.3 eV Å⁻¹. Its HOMO energy is -8.22 eV. For the calculated total energy, the calculation gives -381.1690 a.u.

=====

# C22H25NO5

The molecule C22H25NO5 (wB97M-V/def2-TZVPD, the OMol25 dataset).

```
! wB97M-V def2-TZVPD RIJCOSX def2/J DEFGRID3
* xyz 0 1
C -1.865 -2.827 -2.719
C -2.179 -1.540 -1.973
O -0.988 -0.963 -1.428
C -0.590 -1.383 -0.230
O -1.186 -2.174 0.453
C 0.761 -0.789 0.137
C 1.855 -1.675 -0.512
C 3.207 -1.132 -0.146
C 3.808 -1.490 1.053
C 5.021 -0.940 1.421
C 5.646 -0.020 0.596
C 5.053 0.343 -0.600
C 3.840 -0.209 -0.968
N 0.887 0.581 -0.286
C 1.397 1.533 0.529
O 1.763 1.299 1.662
C 1.423 2.927 -0.070
C 0.107 3.668 0.230
C -1.030 3.070 -0.580
O -1.165 3.382 -1.748
C -1.921 2.081 0.052
C -3.069 1.701 -0.656
C -3.900 0.716 -0.187
C -3.592 0.041 1.000
O -4.420 -0.970 1.339
C -4.049 -1.817 2.407
C -2.473 0.438 1.732
C -1.661 1.454 1.269
H -2.774 -3.218 -3.167
H -1.135 -2.642 -3.504
H -1.466 -3.569 -2.032
H -2.582 -0.778 -2.642
H -2.884 -1.732 -1.159
H 0.885 -0.805 1.225
H 1.716 -1.663 -1.595
H 1.735 -2.697 -0.149
H 3.318 -2.201 1.702
H 5.478 -1.225 2.357
H 6.591 0.415 0.887
H 5.535 1.062 -1.247
H 3.381 0.078 -1.904
H 0.574 0.808 -1.217
H 2.249 3.471 0.390
H 1.578 2.885 -1.149
H -0.096 3.652 1.299
H 0.222 4.705 -0.092
H -3.279 2.200 -1.591
H -4.785 0.421 -0.729
H -4.796 -2.608 2.425
H -3.059 -2.248 2.233
H -4.062 -1.286 3.363
H -2.220 -0.052 2.658
H -0.801 1.721 1.862
*
```

The SMILES is CCOC(=O)[C@@H](Cc1ccccc1)NC(=O)CCC(=O)c1ccc(OC)cc1. The value obtained for the LUMO energy is 0.380 eV. As for the largest force on an atom: 0.6 eV Å⁻¹. Its HOMO energy is -8.70 eV. For the calculated total energy, the calculation gives -1284.3329 a.u.

=====

# C6H31NO10

A cluster of 10 separate species, C6H31NO10 in total (wB97M-V/def2-TZVPD, the OMol25 dataset).

```
! wB97M-V def2-TZVPD RIJCOSX def2/J DEFGRID3
* xyz 1 2
C -2.432 -2.282 -0.086
O -2.392 -1.341 1.026
C -1.179 -2.101 -0.913
C -0.594 -0.688 -0.926
C -1.538 0.397 -1.488
C -2.712 0.096 -2.111
C 0.175 2.068 -0.779
N -1.212 1.669 -1.123
H -2.586 -3.196 0.550
H -3.420 -2.117 -0.521
H -2.712 -0.485 0.715
H -0.421 -2.725 -0.415
H -1.355 -2.517 -1.911
H 0.306 -0.755 -1.543
H -0.204 -0.466 0.081
H -3.549 0.736 -2.411
H -3.060 -0.910 -2.314
H 0.049 2.289 0.256
H 0.940 1.423 -1.192
H 0.397 3.023 -1.276
H -1.753 2.334 -1.667
H 2.338 -3.491 -0.303
H 3.260 -3.126 0.776
O 2.807 -3.912 0.413
H -4.258 1.951 0.947
H -3.499 1.694 -0.325
O -4.326 1.474 0.108
H 2.465 2.006 1.189
H 3.624 1.106 1.389
O 3.006 1.648 1.894
H 3.011 0.079 -0.417
H 3.419 0.711 -1.705
O 3.038 0.953 -0.849
H -2.405 1.349 2.307
H -1.187 0.565 1.788
O -1.459 1.420 2.139
H 3.859 -1.650 2.076
H 4.680 -1.590 0.807
O 3.779 -1.462 1.137
H 2.833 -2.638 -3.220
H 3.738 -2.069 -2.307
O 2.859 -1.864 -2.667
H 0.765 0.706 3.076
H 2.220 0.397 3.179
O 1.346 -0.008 3.327
H -2.437 4.029 0.355
H -1.710 3.421 1.642
O -2.513 3.846 1.292
*
```

The expectation value of S² is 0.769. The value obtained for the LUMO energy (alpha / beta) is -3.280 / -7.195 eV. As for the largest force on an atom: 3.8 eV Å⁻¹. Its HOMO energy (alpha / beta) is -13.24 / -13.24 eV. For the calculated total energy, the calculation gives -1054.0056 a.u.